Entry 1:
{"formula": "C3H3NO2", "method": "ωB97M-V/def2-TZVPD", "relative_energy_kj_mol": 260.6, "spin_multiplicity": 1, "e_lumo_ha": 0.024, "smiles": "Oc1ccno1", "species": ["C", "C", "C", "H", "H", "H", "N", "O", "O"], "xyz": [[-0.483, -0.202, 0.392], [0.774, -0.618, 0.564], [1.503, 0.112, -0.477], [-2.293, -0.034, 0.975], [1.379, -1.188, 1.247], [2.564, 0.321, -0.575], [0.727, 0.888, -1.135], [-1.567, -0.671, 1.040], [-0.621, 0.538, -0.612]], "nbo_charge": [0.62, -0.47, 0.00, 0.49, 0.24, 0.23, -0.13, -0.65, -0.34]}



Entry 2:
{"formula": "C3H3NO2", "method": "ωB97M-V/def2-TZVPD", "relative_energy_kj_mol": 238.1, "spin_multiplicity": 1, "e_lumo_ha": 0.025, "smiles": "N#C[C@]1(O)CO1", "species": ["O", "C", "C", "O", "C", "N", "H", "H", "H"], "xyz": [[-0.858, 0.422, 0.883], [-0.467, 1.068, -0.335], [0.005, -0.269, 0.030], [-0.510, -1.362, -0.622], [1.384, -0.448, 0.508], [2.491, -0.581, 0.819], [-0.991, -1.896, 0.027], [-1.232, 1.128, -1.109], [0.177, 1.937, -0.201]], "nbo_charge": [-0.45, -0.09, 0.37, -0.67, 0.22, -0.27, 0.49, 0.21, 0.20]}



Entry 3:
{"formula": "C3H3NO2", "method": "ωB97M-V/def2-TZVPD", "relative_energy_kj_mol": 526.8, "spin_multiplicity": 1, "e_lumo_ha": -0.031, "species": ["O", "C", "N", "O", "C", "C", "H", "H", "H"], "xyz": [[-0.359, 1.786, -1.209], [-0.048, 0.695, -0.493], [0.859, 0.741, 0.449], [0.944, -0.475, 1.024], [-0.066, -1.267, 0.410], [-0.665, -0.600, -0.718], [0.195, 2.520, -0.902], [0.170, -2.328, 0.483], [-1.032, -1.071, 0.957]], "nbo_charge": [-0.64, 0.28, -0.09, -0.29, -0.27, -0.04, 0.49, 0.25, 0.30]}



Entry 4:
{"formula": "C3H3NO2", "method": "ωB97M-V/def2-TZVPD", "relative_energy_kj_mol": 59.7, "spin_multiplicity": 1, "e_lumo_ha": 0.028, "smiles": "O=c1[nH]cco1", "species": ["O", "C", "N", "C", "C", "O", "H", "H", "H"], "xyz": [[2.270, -0.708, 0.605], [1.136, -0.436, 0.317], [0.612, 0.747, -0.172], [-0.775, 0.624, -0.289], [-1.076, -0.614, 0.106], [0.069, -1.291, 0.457], [1.186, 1.355, -0.734], [-1.414, 1.463, -0.519], [-2.008, -1.140, 0.228]], "nbo_charge": [-0.59, 0.85, -0.62, -0.11, 0.06, -0.45, 0.42, 0.23, 0.22]}



Entry 5:
{"formula": "C3H3NO2", "method": "ωB97M-V/def2-TZVPD", "relative_energy_kj_mol": 252.7, "spin_multiplicity": 1, "e_lumo_ha": 0.019, "smiles": "Cn1c(=O)c1=O", "species": ["C", "C", "C", "N", "O", "O", "H", "H", "H"], "xyz": [[1.048, -2.197, -1.165], [-0.473, -2.531, -0.947], [0.010, -0.026, 0.009], [0.198, -1.317, -0.617], [2.158, -2.348, -1.529], [-1.513, -3.113, -0.816], [1.005, 0.272, 0.465], [-0.212, 0.652, -0.763], [-0.749, -0.110, 0.677]], "nbo_charge": [0.63, 0.61, -0.43, -0.43, -0.53, -0.53, 0.23, 0.22, 0.22]}



Entry 6:
{"formula": "C3H3NO2", "method": "ωB97M-V/def2-TZVPD", "relative_energy_kj_mol": 461.7, "spin_multiplicity": 1, "e_lumo_ha": 0.019, "species": ["O", "C", "N", "O", "C", "C", "H", "H", "H"], "xyz": [[1.857, 0.272, -0.208], [0.598, -0.142, -0.050], [0.266, -1.377, 0.012], [-1.157, -1.353, 0.273], [-1.665, -0.161, 0.506], [-0.575, 0.750, 0.116], [2.426, -0.515, -0.267], [-1.270, 0.731, -0.789], [-0.480, 1.794, 0.406]], "nbo_charge": [-0.64, 0.49, -0.22, -0.33, 0.23, -0.62, 0.50, 0.32, 0.27]}



| no. | orbital gap (eV) |
| --- | --- |
| 1 | 10.0 |
| 2 | 12.3 |
| 3 | 8.9 |
| 4 | 9.7 |
| 5 | 10.3 |
| 6 | 9.9 |